Record 1
Entry from OMol25: a molecular structure, C28H49BrMgNP3 in a non-equilibrium geometry (ωB97M-V with the def2-TZVPD basis set).

```
83
Properties=species:S:1:pos:R:3:forces:R:3:lowdin_charge:R:1
N -4.963 3.297 -4.663 -0.1 -0.2 0.0 0.084
C -4.947 3.683 -3.384 0.1 -0.4 -0.1 -0.097
C -4.309 2.960 -2.380 0.7 -0.3 -0.3 -0.001
C -3.586 1.808 -2.744 -0.9 0.0 -1.6 -0.238
C -3.700 1.342 -4.073 -0.1 0.6 0.1 -0.005
C -4.403 2.135 -5.010 0.2 -0.1 0.6 -0.097
C -2.565 1.319 -1.800 0.9 1.7 -0.4 -0.071
Mg -0.680 0.178 -1.808 1.5 -1.3 0.6 0.826
P 3.945 -0.675 -0.188 2.7 -0.6 0.4 0.977
C -1.399 2.101 -1.811 -2.4 0.8 0.3 -0.113
C -0.483 2.354 -0.673 1.3 0.0 0.4 -0.286
C 0.900 2.465 -0.938 -0.3 1.0 0.1 -0.048
C 1.720 3.220 -0.090 0.6 -0.2 -0.2 -0.108
C 1.273 3.726 1.140 -1.6 -1.1 -1.6 -0.691
C -0.071 3.460 1.473 0.0 0.0 -0.2 -0.094
C -0.940 2.825 0.581 -0.1 -0.3 0.0 0.007
Br 2.343 4.728 2.234 0.4 0.3 0.4 0.923
H -2.816 0.504 -1.097 0.2 0.6 0.1 0.090
H -1.282 2.808 -2.660 -0.2 -0.6 0.5 0.175
H -4.261 3.332 -1.364 -0.1 0.1 -0.1 0.121
H -3.184 0.444 -4.420 -0.1 0.2 0.2 0.108
H -5.410 4.638 -3.147 -0.1 -0.2 -0.1 0.124
H -4.470 1.846 -6.076 0.0 0.2 0.8 0.129
H 1.301 2.062 -1.885 0.0 0.5 0.4 0.127
H -2.001 2.700 0.813 0.4 0.3 0.1 0.122
H 2.762 3.396 -0.377 -0.5 0.0 0.1 0.105
H -0.422 3.821 2.433 -0.2 0.0 -0.2 0.105
P -0.767 -1.900 -0.558 -0.1 0.0 0.5 0.907
C 3.601 1.091 -0.049 -0.6 0.0 -0.2 -0.465
C 4.814 1.976 0.233 0.1 0.0 -0.1 -0.138
H 2.857 1.175 0.755 0.0 0.2 -0.3 0.068
H 3.147 1.340 -1.017 0.0 0.3 0.4 0.036
H 4.512 2.895 0.749 0.2 -0.2 0.0 0.043
H 5.536 1.433 0.852 -0.1 0.3 -0.1 0.072
H 5.305 2.272 -0.701 0.0 -0.2 0.2 0.085
C 3.426 -1.219 -1.853 -0.6 0.2 0.2 -0.439
C 4.504 -2.111 -2.472 -0.1 0.0 -0.3 -0.162
H 3.316 -0.294 -2.439 -0.1 -0.2 -0.1 0.070
H 2.445 -1.710 -1.776 0.1 0.0 -0.4 0.025
H 4.364 -2.161 -3.552 0.1 -0.1 0.0 0.070
H 5.499 -1.703 -2.266 -0.2 0.0 -0.1 0.067
H 4.479 -3.128 -2.077 0.0 0.1 0.1 0.074
C 2.997 -1.495 1.137 -0.5 0.0 -0.1 -0.447
C 3.933 -1.947 2.273 -0.1 -0.2 0.0 -0.156
H 2.507 -2.369 0.674 0.1 0.2 0.2 0.053
H 2.227 -0.796 1.501 -0.1 -0.4 0.0 0.050
H 3.453 -2.733 2.869 0.1 0.1 -0.1 0.068
H 4.868 -2.342 1.851 -0.3 0.1 0.2 0.066
H 4.175 -1.126 2.960 0.0 -0.1 -0.3 0.075
C -0.493 -2.530 1.118 0.3 0.7 0.0 -0.392
C -1.057 -3.926 1.328 0.0 -0.4 0.1 -0.113
H -0.958 -1.793 1.796 0.4 -0.3 -0.2 0.005
H 0.601 -2.481 1.267 -0.6 0.0 0.2 0.057
H -2.119 -3.943 1.603 0.2 0.2 -0.2 0.084
H -0.921 -4.566 0.448 0.1 -0.1 0.4 0.073
H -0.512 -4.352 2.173 -0.1 -0.2 -0.2 0.092
C 0.071 -3.010 -1.736 -0.2 -0.3 0.2 -0.382
C -0.016 -2.470 -3.167 -0.4 -0.9 -0.1 -0.133
H -0.444 -3.975 -1.646 0.2 0.0 -0.3 0.097
H 1.115 -3.177 -1.414 -0.5 0.2 -0.1 0.084
H -0.982 -2.727 -3.636 0.3 0.3 0.2 0.096
H 0.129 -1.367 -3.233 0.3 -0.2 -0.2 0.028
H 0.742 -2.963 -3.785 0.0 0.5 0.0 0.103
C -2.556 -2.176 -0.771 -0.1 -0.7 -0.7 -0.393
C -3.558 -1.455 0.136 -0.2 -0.1 0.1 -0.121
H -2.626 -3.263 -0.608 -0.4 0.2 -0.4 0.089
H -2.799 -1.971 -1.830 0.0 -0.3 0.2 0.088
H -4.447 -1.182 -0.444 0.1 0.0 0.1 0.093
H -3.906 -2.122 0.927 0.1 0.1 0.0 0.089
H -3.179 -0.553 0.619 0.1 0.0 0.1 0.053
C -2.350 0.627 3.544 0.0 0.0 -0.1 -0.303
P -0.590 0.112 3.456 0.1 -0.2 0.1 0.766
C 0.211 1.488 4.352 0.2 -0.1 0.1 -0.296
C -0.527 -1.133 4.830 0.1 0.0 -0.4 -0.285
H -2.512 1.410 2.792 -0.1 0.0 0.3 0.009
H -2.584 0.997 4.552 -0.2 -0.1 -0.3 0.055
H -3.000 -0.218 3.276 0.1 0.2 0.2 0.032
H -0.199 1.546 5.367 0.1 0.3 -0.2 0.053
H 1.281 1.268 4.427 -0.1 0.0 0.0 0.044
H 0.114 2.435 3.815 -0.1 -0.2 0.3 -0.002
H -0.914 -0.678 5.759 0.1 -0.4 -0.3 0.053
H -1.086 -2.042 4.554 0.1 0.4 0.2 0.035
H 0.526 -1.433 4.960 -0.4 0.1 0.1 0.043
```
Positions in Å, forces in eV/Å.

Properties
LUMO level = -7.5134 eV
Energy = -4948.5772 hartree
Total charge = +2

***

Record 2
Entry from OMol25: a molecular structure, C38H40N6Tb in a non-equilibrium geometry (ωB97M-V with the def2-TZVPD basis set).

```
85
Properties=species:S:1:pos:R:3:forces:R:3:lowdin_charge:R:1
Tb -0.195 -0.544 -0.341 1.8 0.7 -1.3 1.458
N 1.205 -3.850 3.547 -0.7 -0.3 -0.6 0.038
N -0.556 -2.031 -2.184 2.3 -0.5 1.4 -0.175
C 0.984 2.031 -0.783 0.8 -0.1 1.0 -0.326
C 1.967 1.025 -0.532 -0.2 0.8 0.9 -0.374
C 2.091 0.892 0.912 -1.0 -0.4 -0.5 -0.322
C 2.984 0.103 1.665 0.9 2.1 -0.6 -0.019
H 3.894 -0.222 1.160 -0.3 -0.4 0.4 0.070
H 2.266 -1.468 2.217 0.0 -1.8 -0.3 -0.010
H 3.033 0.325 2.730 0.1 -0.4 -0.2 0.060
C 1.055 1.704 1.496 0.7 0.0 -0.9 -0.289
C 0.883 1.784 2.962 -0.1 0.1 0.6 -0.074
H 1.802 2.130 3.464 -0.2 0.1 -0.1 0.090
H 0.676 0.788 3.386 0.0 0.2 0.0 0.081
H 0.055 2.444 3.255 0.3 0.0 0.0 0.052
C 0.473 2.495 0.486 0.6 -1.3 -0.5 -0.269
C -0.350 3.702 0.750 -0.4 0.2 0.1 -0.059
H -1.406 3.443 0.907 -0.1 0.3 -0.1 0.064
H -0.290 4.421 -0.075 -0.1 -0.1 0.1 0.073
H 0.004 4.206 1.664 -0.1 -0.1 -0.3 0.077
C 2.866 0.343 -1.505 0.3 -0.1 -0.4 -0.067
H 3.846 0.845 -1.578 -0.2 -0.1 0.0 0.084
H 2.439 0.317 -2.520 0.1 0.0 0.2 0.054
H 3.077 -0.697 -1.205 -0.1 0.2 -0.1 0.076
C 0.766 2.700 -2.093 -0.2 0.2 -0.4 -0.059
H -0.286 2.995 -2.209 0.2 0.0 -0.2 0.068
H 1.021 2.034 -2.928 -0.1 0.2 0.1 0.068
H 1.386 3.611 -2.199 -0.2 -0.2 0.0 0.085
C 0.434 -4.905 3.872 -0.8 0.0 -2.1 -0.220
H 0.438 -5.256 4.906 0.2 0.2 -0.1 0.072
C -0.402 -5.616 2.939 0.6 -0.1 0.9 -0.159
H -0.983 -6.502 3.234 0.4 0.4 0.1 0.061
C -0.427 -5.187 1.597 0.2 1.1 -0.5 -0.153
H -0.960 -5.718 0.791 0.0 0.2 0.7 0.094
C 0.234 -4.016 1.258 0.3 -0.8 0.7 -0.135
H 0.175 -3.536 0.265 0.0 -0.7 0.4 0.062
C 1.157 -3.403 2.210 0.4 0.4 -0.6 -0.397
C 2.021 -2.409 1.651 -1.8 0.0 1.2 -0.081
H 1.734 -2.181 0.603 0.5 -0.1 0.4 -0.031
C -0.887 -0.954 -2.868 1.0 -0.9 1.0 -0.343
C 0.300 -2.818 -2.946 -2.0 0.4 -1.2 -0.145
H 0.955 -3.508 -2.482 0.1 -1.1 0.0 0.085
C 0.153 -2.412 -4.243 0.5 -0.4 0.7 -0.092
H 0.500 -2.965 -5.109 -0.2 0.6 0.0 0.099
N -0.583 -1.203 -4.171 0.4 -1.1 -0.8 -0.036
C -0.683 -0.118 -5.077 1.4 0.6 1.6 -0.092
C 0.481 0.243 -5.810 -1.4 0.3 0.4 -0.188
C 0.451 1.493 -6.423 -0.4 -0.4 0.0 -0.022
H 1.291 1.775 -7.036 0.2 0.2 -0.2 0.106
C -0.619 2.370 -6.235 -0.1 -0.2 0.1 -0.284
C -0.755 3.602 -7.056 0.1 0.6 -0.3 -0.069
H -1.300 4.376 -6.508 0.1 0.0 -0.1 0.074
H -1.323 3.397 -7.975 0.1 0.0 0.2 0.083
H 0.220 3.997 -7.354 -0.1 0.0 0.0 0.074
C -1.586 2.087 -5.273 0.5 -0.6 -0.6 -0.019
H -2.314 2.822 -4.996 -0.3 0.4 0.0 0.112
C -1.615 0.853 -4.648 0.5 -0.4 -0.6 -0.195
C -2.492 0.669 -3.456 -2.4 0.2 0.4 -0.112
H -2.625 -0.376 -3.074 -0.2 1.6 -0.7 0.070
H -3.491 1.054 -3.679 -0.3 0.4 -0.4 0.070
H -2.130 1.290 -2.618 0.0 -0.5 -0.3 0.077
C 1.743 -0.562 -5.718 0.5 0.0 -0.6 -0.044
H 1.599 -1.631 -5.915 0.2 0.6 0.1 0.054
H 2.235 -0.445 -4.735 -0.4 -0.2 -0.3 0.088
H 2.445 -0.183 -6.465 0.1 0.0 0.0 0.075
N -0.164 1.601 9.761 -0.9 -0.6 -3.0 0.138
C -0.472 1.352 8.652 0.8 0.6 2.6 -0.174
C -0.846 0.952 7.312 0.0 -0.1 -0.1 -0.239
C -1.250 1.885 6.348 -0.3 -0.2 -0.6 -0.009
C -1.653 1.447 5.073 0.0 0.1 0.9 -0.015
C -1.655 0.078 4.793 0.1 -0.1 -0.1 -0.175
C -1.236 -0.862 5.741 0.3 0.4 0.6 0.023
C -0.807 -0.411 6.997 -0.4 -0.4 -0.5 -0.005
N -1.978 -0.379 3.482 -0.1 -0.5 0.1 0.008
C -2.145 -1.718 3.105 -0.1 -0.5 2.2 -0.034
C -2.060 -1.774 1.784 0.1 0.4 -1.6 -0.128
N -1.744 -0.496 1.275 -3.2 0.7 3.2 -0.128
C -1.821 0.325 2.343 0.5 -0.9 -1.3 -0.117
H -1.251 2.951 6.583 0.0 -0.4 -0.1 0.123
H -1.971 2.174 4.320 0.1 -0.3 0.4 0.114
H -1.198 -1.928 5.504 0.1 0.5 0.1 0.113
H -0.453 -1.138 7.731 -0.1 0.3 -0.2 0.127
H -2.271 -2.510 3.861 0.0 0.6 -0.8 0.133
H -2.286 -2.611 1.118 0.6 0.3 0.4 0.123
H -1.816 1.410 2.315 0.5 -0.4 -0.1 0.127
```
Positions in Å, forces in eV/Å.

Properties
LUMO level (spin up / spin down) = 1.5604 / 1.5642 eV
2S+1 = 7
Energy = -2624.7960 hartree
⟨S²⟩ = 13.05
Total charge = -1